Density functional theory data (wB97M-V/def2-TZVPD) for the molecule C3H4FNS2 in a non-equilibrium geometry.

Results
* E_LUMO: 0.0102 hartree
* F_max: 0.03656 hartree/bohr
* energy above the lowest of the compared OMol25 structures with the same formula, charge and spin: 26.00 kcal/mol
* multiplicity: 1
* HOMO level: -8.50 eV
* frontier orbital gap: 8.8 eV

```
11
Properties=species:S:1:pos:R:3:nbo_charge:R:1
C 0.28326 -1.43248 -0.47130 -0.068
C -0.00310 0.79518 0.58309 -0.127
C 0.90383 1.61172 0.08847 0.257
H -2.55256 -1.10751 0.56829 0.104
H -0.20555 -2.23576 -1.11661 0.225
H -0.49635 0.89186 1.55791 0.227
H 1.37499 2.37888 0.68956 0.189
N -0.48478 -0.36488 -0.12782 -0.573
F 1.45362 1.43823 -1.16114 -0.324
S -2.18534 -0.39114 -0.48916 0.212
S 1.91198 -1.58411 -0.12128 -0.121
```